{
  "formula": "CH5N5",
  "method": "the ωB97M-V functional and the def2-TZVPD basis",
  "symbols": ["C", "N", "N", "N", "N", "N", "H", "H", "H", "H", "H"],
  "xyz": [[-1.594, 0.484, 0.260], [-1.699, -0.962, -0.070], [-0.652, -1.556, -0.002], [-0.152, 0.661, 0.337], [0.459, -0.640, 0.557], [1.688, -0.809, 0.018], [-2.029, 1.225, -0.460], [-2.023, 0.822, 1.238], [0.390, 0.875, -0.505], [2.288, -1.257, 0.711], [1.762, -1.317, -0.910]],
  "forces_ev_per_angstrom": [[0.0, 0.1, 0.1], [-3.7, 3.1, 0.0], [2.7, -3.1, -0.2], [3.2, -0.7, -0.6], [-2.0, 0.7, 1.7], [1.3, -0.2, -1.2], [0.4, -1.1, 0.0], [0.2, -0.8, -0.5], [-1.1, 1.2, -0.3], [-0.4, 0.0, -0.4], [-0.7, 0.9, 1.4]],
  "nbo_charge": [-0.109, -0.241, -0.143, -0.442, 0.090, -0.680, 0.207, 0.192, 0.361, 0.385, 0.381],
  "homo_energy_ev": [-5.81, -8.89],
  "spin_multiplicity": 3,
  "e_tot_ev": -8561.03051,
  "charge": 0,
  "orbital_gap_ev": [6.950, 6.547]
}